Entry 1:
{
  "formula": "C6H11NO",
  "method": "ωB97M-V/def2-TZVPD",
  "spin_multiplicity": 1,
  "lumo_energy_ev": 0.992,
  "e_tot_ha": -365.017243,
  "largest_force_ev_per_a": 5.1,
  "de_lowest_kcal_mol": 134.4,
  "symbols": ["C", "C", "C", "C", "C", "C", "H", "H", "H", "H", "H", "H", "H", "H", "H", "H", "H", "N", "O"],
  "xyz": [[-1.053, -1.094, -0.672], [-0.648, 0.204, -0.203], [-1.710, 0.942, 0.701], [0.155, 0.353, 1.043], [1.430, -0.522, 0.760], [1.676, 0.119, -0.666], [-2.101, -0.801, -1.132], [-0.211, -1.541, -1.587], [-1.168, -1.846, 0.308], [-2.713, 0.696, 0.577], [-1.482, 1.944, 1.014], [0.572, 1.439, 1.071], [1.295, -1.634, 0.834], [2.059, -0.268, 1.482], [2.544, 0.857, -0.620], [1.990, -0.606, -1.515], [0.125, 0.696, -2.150], [0.416, 0.781, -1.091], [-1.174, 0.282, 1.845]],
  "mulliken_charge": [-1.0949, 1.0841, -0.6875, -0.2834, -0.8014, -0.5175, 0.3725, 0.1862, 0.2294, 0.3362, 0.3535, 0.2855, 0.2380, 0.4936, 0.2855, 0.2903, 0.3450, -0.6156, -0.4993]
}

Entry 2:
{
  "formula": "C6H11NO",
  "method": "ωB97M-V/def2-TZVPD",
  "spin_multiplicity": 1,
  "lumo_energy_ev": 0.899,
  "e_tot_ha": -365.112477,
  "largest_force_ev_per_a": 4.0,
  "de_lowest_kcal_mol": 74.7,
  "symbols": ["C", "C", "C", "O", "C", "N", "C", "C", "H", "H", "H", "H", "H", "H", "H", "H", "H", "H", "H"],
  "xyz": [[1.324, 1.119, 1.052], [0.931, 1.381, -0.189], [0.273, 2.676, -0.662], [1.057, 0.570, -1.282], [1.066, -0.770, -1.229], [0.394, -1.577, -0.533], [-0.777, -1.226, 0.344], [-1.689, -2.437, 0.496], [1.774, 0.201, 1.430], [1.366, 1.963, 1.730], [-0.710, 2.476, -0.664], [0.502, 2.872, -1.809], [0.478, 3.405, 0.134], [1.719, -1.286, -1.806], [-1.308, -0.376, -0.148], [-0.715, -0.807, 1.308], [-2.516, -2.527, -0.089], [-2.114, -2.344, 1.449], [-1.056, -3.314, 0.469]],
  "mulliken_charge": [-1.0089, 0.7817, -1.0429, -0.3864, -0.0533, -0.4877, -0.1063, -1.2854, 0.3451, 0.2464, 0.2901, 0.2769, 0.3258, 0.5206, 0.2277, 0.3132, 0.3624, 0.3393, 0.3416]
}